# C43H39BaN2O3P

C43H39BaN2O3P as an isolated structure (ωB97M-V/def2-TZVPD, OMol25).

Cartesian coordinates (Å):
H 3.631 -4.205 -1.197
H 0.156 -5.029 -2.240
C 2.813 -3.193 0.517
O 2.073 3.902 4.019
P -1.830 -1.072 -0.056
C 3.401 -0.847 -0.773
H -1.696 -3.211 1.940
H -4.575 -0.697 0.946
C -0.235 -0.802 2.513
C -4.341 0.062 -3.031
C -2.368 4.675 -3.161
C -1.291 -3.625 1.026
H -3.838 0.586 4.953
C -0.526 -2.453 -2.499
C -3.339 -0.030 -2.079
C -1.138 2.755 -2.448
C 2.861 1.514 -1.212
C 5.259 1.750 -2.747
H -3.861 -3.078 0.622
C -1.246 -2.816 -0.107
C 2.433 2.938 3.357
H 3.326 1.409 5.573
H 4.691 3.227 1.938
H -0.711 1.795 -2.731
H -3.588 -4.114 -0.761
C -3.254 -1.110 -1.208
H 4.881 4.147 3.442
C -3.894 -0.548 1.778
H 4.692 3.803 -3.010
C 3.714 -2.069 -1.374
H -5.963 -2.812 -2.316
C -4.226 -3.316 -0.373
H -0.897 -5.548 1.877
H -1.376 5.000 0.028
O 1.799 2.438 2.357
H 5.842 2.673 3.160
C -1.832 3.423 -3.446
H -4.379 0.924 -3.682
H 3.861 3.095 5.650
C -0.929 3.234 -1.140
C 4.014 2.140 5.153
H -1.952 2.994 -4.434
C -2.155 -0.047 3.855
Ba 0.690 1.532 0.605
C 3.745 0.447 -1.422
H 6.179 1.840 -3.316
C 2.513 -1.941 1.030
H 2.636 3.597 -1.714
C -3.490 0.181 4.007
H 0.133 -1.418 1.713
C 4.916 0.539 -2.170
N 2.774 -0.795 0.409
H -0.009 -6.480 -0.256
C -5.278 -0.953 -3.125
C -1.484 4.515 -0.938
H -2.612 0.764 -1.999
H 5.580 -0.312 -2.282
C -0.685 -3.315 -1.284
C 3.260 2.714 -1.824
H 5.032 1.792 5.341
N -3.691 5.983 -4.963
H -1.474 0.178 4.668
C 4.425 2.847 -2.570
C -4.405 -0.079 2.972
H -1.489 -2.123 -2.894
O 3.897 0.964 3.099
C -2.187 5.231 -1.896
H -5.241 -3.709 -0.282
C 3.792 2.266 3.654
H -6.069 -0.906 -3.865
H 0.441 -0.596 3.333
H 2.047 -1.850 1.999
C -2.538 -0.806 1.585
C 4.871 3.146 3.009
C -5.214 -2.029 -2.256
C -4.220 -2.126 -1.287
C -0.350 -5.454 -0.204
H 0.047 -1.548 -2.274
C -0.846 -4.937 0.985
C 3.412 -3.251 -0.731
H 3.176 0.855 2.460
C -3.102 5.401 -4.161
H 0.001 -2.998 -3.282
H -2.596 6.211 -1.678
C -1.592 -0.576 2.647
C -0.265 -4.640 -1.320
H -5.461 0.125 3.083
H 2.548 -4.081 1.071
H 4.175 -2.064 -2.353

Forces on atoms 1 to 3 (eV/Å):
H 0.0 0.0 0.0
H 0.0 0.0 0.0
C -0.1 0.0 0.0

HOMO = -1.251 eV
Charge = -2
LUMO = 4.102 eV
HOMO-LUMO gap = 5.354 eV

# C8H7N3O2

One molecule with the formula C8H7N3O2 (ωB97M-V/def2-TZVPD, OMol25).

Cartesian coordinates (Å):
C 0.661 -0.427 1.433
N 1.290 3.385 -0.317
C 0.759 1.031 -0.598
N 1.678 4.513 -0.668
H 1.107 0.487 3.312
H -2.822 -2.498 -2.135
O -2.203 -0.646 -0.320
H 0.388 -1.559 -1.499
C 1.142 1.993 1.633
H 0.529 1.245 -1.627
C 0.491 -0.258 0.002
N -0.097 -1.297 -0.701
C 0.877 2.284 0.180
C 0.960 0.634 2.285
C -2.024 -2.610 -1.473
H -2.262 -3.329 -0.769
H 0.513 -1.373 1.973
H -1.237 -3.026 -2.164
C -1.449 -1.365 -0.898
O 1.699 2.815 2.352

Forces on atoms 1 to 3 (eV/Å):
C 0.2 1.6 2.3
N 3.4 9.9 -3.0
C -2.1 -1.7 1.3

HOMO = -8.364 eV
Charge = 0
LUMO = -1.182 eV
HOMO-LUMO gap = 7.182 eV

# C2H4BrNO3

A 2-piece molecular cluster, C2H4BrNO3 overall (ωB97M-V/def2-TZVPD, OMol25).

Cartesian coordinates (Å):
Br 1.454 1.402 -0.192
H 0.710 -2.309 0.397
H -0.202 0.018 0.920
H 2.202 -1.424 -0.261
H -0.511 2.819 -0.464
O -1.560 2.837 -0.472
N -2.073 1.838 0.186
O -3.145 1.514 -0.172
O -1.396 1.254 0.974
C 1.257 -1.325 0.214
C 0.700 -0.213 0.486

Forces on atoms 1 to 3 (eV/Å):
Br 0.5 0.4 0.0
H 0.8 1.5 0.2
H -1.4 -0.3 0.9

HOMO = -10.081 eV
Charge = 0
SMILES = O=[N+]([O-])O.C=CBr
LUMO = 0.432 eV
HOMO-LUMO gap = 10.513 eV

Copy entry 2 word for word.
# C8H7N3O2

One molecule with the formula C8H7N3O2 (ωB97M-V/def2-TZVPD, OMol25).

Cartesian coordinates (Å):
C 0.661 -0.427 1.433
N 1.290 3.385 -0.317
C 0.759 1.031 -0.598
N 1.678 4.513 -0.668
H 1.107 0.487 3.312
H -2.822 -2.498 -2.135
O -2.203 -0.646 -0.320
H 0.388 -1.559 -1.499
C 1.142 1.993 1.633
H 0.529 1.245 -1.627
C 0.491 -0.258 0.002
N -0.097 -1.297 -0.701
C 0.877 2.284 0.180
C 0.960 0.634 2.285
C -2.024 -2.610 -1.473
H -2.262 -3.329 -0.769
H 0.513 -1.373 1.973
H -1.237 -3.026 -2.164
C -1.449 -1.365 -0.898
O 1.699 2.815 2.352

Forces on atoms 1 to 3 (eV/Å):
C 0.2 1.6 2.3
N 3.4 9.9 -3.0
C -2.1 -1.7 1.3

HOMO = -8.364 eV
Charge = 0
LUMO = -1.182 eV
HOMO-LUMO gap = 7.182 eV